1.
Formula: C27H30NO2
Source: OMol25
Level of theory: ωB97M-V/def2-TZVPD

Structure (XYZ):
```
60
C27H30NO2 ωB97M-V/def2-TZVPD
C -5.04 2.28 2.24
O -4.01 1.41 2.77
C -3.43 0.48 1.96
C -2.50 -0.39 2.58
C -1.58 -1.05 1.80
C -1.58 -0.92 0.38
C -0.48 -1.48 -0.32
C -0.33 -1.58 -1.73
C 0.36 -2.69 -2.29
C 0.56 -2.81 -3.65
C 0.07 -1.83 -4.53
C 0.30 -1.98 -6.00
C -0.60 -0.72 -4.01
C -0.79 -0.58 -2.64
C -2.70 -0.27 -0.22
C -3.60 0.46 0.55
H -5.48 2.73 3.13
H -4.59 3.05 1.60
H -5.80 1.72 1.68
H -2.49 -0.44 3.66
H -0.82 -1.66 2.28
H 0.16 -2.14 0.27
H 0.75 -3.46 -1.61
H 1.10 -3.67 -4.06
H -0.29 -1.24 -6.55
H 1.35 -1.83 -6.26
H 0.01 -2.98 -6.34
H -0.96 0.05 -4.69
H -1.26 0.32 -2.24
H -2.87 -0.32 -1.29
H -4.39 1.04 0.08
C 4.62 -2.05 -1.68
C 3.97 -1.01 -2.36
C 2.98 -0.27 -1.73
C 2.62 -0.54 -0.38
C 1.60 0.25 0.29
C 1.60 0.47 1.65
N 0.87 1.40 2.31
C 1.27 1.69 3.69
C 0.23 2.53 4.41
O -0.13 3.66 3.61
C -0.77 3.26 2.40
C 0.13 2.38 1.52
C 3.29 -1.58 0.29
C 4.27 -2.33 -0.35
H 5.40 -2.63 -2.17
H 4.24 -0.79 -3.39
H 2.45 0.53 -2.26
H 1.00 0.91 -0.34
H 2.26 -0.11 2.30
H 1.41 0.73 4.21
H 2.23 2.24 3.71
H -0.65 1.89 4.65
H 0.65 2.97 5.32
H -1.70 2.70 2.61
H -1.01 4.20 1.87
H 0.83 3.05 0.97
H -0.50 1.86 0.79
H 3.00 -1.80 1.32
H 4.76 -3.14 0.19
```

Values from the calculation:
highest occupied orbital energy = -9.977 eV
total charge = +1
strongest force on any atom = 1.452 eV/Å
ΔE to the lowest compared entry with this formula, charge and spin = 0.4381 eV

These are the Mulliken partial charges, in e, on atoms 1 to 6: number 1, C, carries -0.85; number 2, O, carries -0.41; number 3, C, carries 0.59; number 4, C, carries -0.46; number 5, C, carries -0.57; number 6, C, carries 0.82

---

2.
Formula: C27H31DyNO2S5
Source: OMol25
Level of theory: ωB97M-V/def2-TZVPD

Structure (XYZ):
```
67
C27H31DyNO2S5 ωB97M-V/def2-TZVPD
Dy -0.01 0.30 -0.11
S -1.89 -0.68 1.46
C -1.84 0.29 2.91
C -2.63 -0.15 3.98
C -2.67 0.51 5.19
C -1.92 1.67 5.38
C -1.13 2.13 4.34
C -1.09 1.47 3.12
S 0.05 2.17 1.93
C -0.96 3.45 1.08
C -2.15 2.95 0.33
C -3.38 3.54 0.54
C -4.46 3.16 -0.24
C -4.25 2.22 -1.24
C -2.98 1.66 -1.39
C -2.74 0.77 -2.57
S -1.41 -0.50 -2.42
C -0.15 0.09 -3.56
C -0.12 -0.58 -4.78
C 0.83 -0.31 -5.74
C 1.74 0.71 -5.50
C 1.72 1.39 -4.31
C 0.81 1.08 -3.28
S 1.00 2.00 -1.81
N -1.96 1.99 -0.59
H -3.20 -1.05 3.83
H -3.28 0.13 5.99
H -1.93 2.19 6.32
H -0.51 3.01 4.47
H -0.25 3.91 0.38
H -1.25 4.19 1.82
H -3.49 4.30 1.30
H -5.43 3.60 -0.10
H -5.05 1.92 -1.89
H -2.47 1.38 -3.44
H -3.65 0.21 -2.81
H -0.87 -1.35 -4.95
H 0.86 -0.88 -6.65
H 2.48 0.96 -6.25
H 2.44 2.17 -4.11
O 1.43 -1.11 -1.07
S 2.63 -1.99 -1.29
C 2.16 -3.55 -0.43
C 1.97 -4.62 -1.49
C 1.41 -3.90 -2.71
C 2.35 -2.72 -2.95
H 1.22 -3.31 0.08
H 2.92 -3.80 0.31
H 1.30 -5.40 -1.14
H 2.94 -5.07 -1.73
H 0.41 -3.52 -2.50
H 1.36 -4.55 -3.58
H 1.93 -1.95 -3.58
H 3.32 -3.04 -3.33
C 3.14 -0.07 3.43
C 1.87 -0.71 4.00
C 1.30 -1.43 2.78
O 1.56 -0.54 1.69
C 2.88 -0.01 1.91
H 4.01 -0.70 3.64
H 3.32 0.91 3.85
H 1.16 0.05 4.34
H 2.07 -1.39 4.82
H 0.23 -1.62 2.82
H 1.83 -2.38 2.61
H 2.90 1.02 1.52
H 3.61 -0.61 1.36
```

Values from the calculation:
highest occupied orbital energy (spin up / spin down) = -10.054 / -10.086 eV
spin multiplicity = 6
total charge = +1
strongest force on any atom = 0.781 eV/Å
ΔE to the lowest compared entry with this formula, charge and spin = 1.8322 eV

These are the Mulliken partial charges, in e, on atoms 1 to 6: number 1, Dy, carries -0.70; number 2, S, carries -0.22; number 3, C, carries 0.72; number 4, C, carries -0.77; number 5, C, carries -0.57; number 6, C, carries -0.79

---

3.
Formula: C27H31F3N4O7S
Source: OMol25
Level of theory: ωB97M-V/def2-TZVPD

Structure (XYZ):
```
73
C27H31F3N4O7S ωB97M-V/def2-TZVPD
C -2.99 -2.81 -1.13
O -2.38 -1.87 -0.27
C -1.10 -2.09 0.13
C -0.37 -3.24 -0.14
C 0.92 -3.40 0.36
O 1.68 -4.51 0.11
C 1.13 -5.57 -0.64
C 1.47 -2.42 1.19
C 2.82 -2.49 1.81
O 3.00 -2.18 2.97
C 3.97 -2.87 0.90
C 3.96 -2.02 -0.37
C 4.01 -0.53 -0.04
C 3.77 0.36 -1.27
N 3.09 1.58 -0.89
C 2.44 2.28 -1.99
C 1.34 3.20 -1.42
C 1.67 3.56 0.04
C 3.18 3.81 0.16
C 3.93 2.50 -0.15
N 1.25 2.52 0.95
C 0.26 2.91 1.77
O -0.34 2.25 2.59
N 0.09 4.28 1.55
C 0.84 4.74 0.51
O 0.85 5.87 0.08
C 0.72 -1.27 1.46
C -0.53 -1.07 0.90
N -1.23 0.12 1.08
S -1.82 0.92 -0.25
O -1.60 2.33 -0.03
O -1.31 0.37 -1.47
C -3.59 0.67 -0.10
C -4.14 0.88 1.15
C -5.50 0.72 1.34
C -6.29 0.35 0.25
C -7.77 0.14 0.42
F -8.21 0.39 1.65
F -8.49 0.92 -0.41
F -8.13 -1.13 0.14
C -5.74 0.16 -1.01
C -4.37 0.32 -1.18
H -3.06 -3.80 -0.65
H -4.00 -2.44 -1.31
H -2.45 -2.90 -2.08
H -0.81 -4.01 -0.75
H 0.24 -5.99 -0.16
H 0.89 -5.25 -1.66
H 1.91 -6.33 -0.67
H 4.90 -2.73 1.45
H 3.87 -3.92 0.63
H 4.82 -2.29 -1.00
H 3.06 -2.23 -0.94
H 4.96 -0.29 0.43
H 3.22 -0.31 0.68
H 3.12 -0.17 -1.96
H 4.72 0.56 -1.79
H 1.98 1.54 -2.65
H 3.16 2.86 -2.58
H 1.27 4.12 -2.00
H 0.37 2.70 -1.44
H 3.44 4.59 -0.55
H 3.42 4.16 1.16
H 4.22 2.01 0.79
H 4.86 2.73 -0.70
H 1.49 1.56 0.75
H -0.64 4.81 2.01
H 1.14 -0.52 2.11
H -0.87 0.76 1.79
H -3.49 1.16 1.97
H -5.95 0.87 2.31
H -6.37 -0.12 -1.83
H -3.90 0.19 -2.14
```

Values from the calculation:
highest occupied orbital energy = -8.264 eV
strongest force on any atom = 0.927 eV/Å
ΔE to the lowest compared entry with this formula, charge and spin = 0.0000 eV

These are the Mulliken partial charges, in e, on atoms 1 to 6: number 1, C, carries -1.15; number 2, O, carries -0.32; number 3, C, carries 0.32; number 4, C, carries -0.67; number 5, C, carries 0.75; number 6, O, carries -0.41

---

4.
Formula: C27H31FeN5O4
Source: OMol25
Level of theory: ωB97M-V/def2-TZVPD

Structure (XYZ):
```
68
C27H31FeN5O4 ωB97M-V/def2-TZVPD
Fe -0.29 -0.46 0.05
C 2.28 3.59 0.84
C 2.04 2.14 0.53
N 1.13 1.44 1.11
N 0.44 2.02 2.10
C -0.47 1.14 2.56
O -0.74 0.01 2.10
C -1.21 1.59 3.78
C -1.09 2.88 4.30
C -1.80 3.25 5.43
C -2.64 2.35 6.06
C -2.77 1.06 5.55
C -2.06 0.69 4.42
C 2.89 1.40 -0.40
C 4.13 1.89 -0.86
C 4.93 1.08 -1.64
C 4.51 -0.20 -1.95
C 3.26 -0.60 -1.47
N 2.48 0.18 -0.74
H 1.31 4.06 1.02
H 2.77 4.11 0.01
H 2.88 3.72 1.74
H -0.43 3.57 3.79
H -1.70 4.26 5.82
H -3.20 2.65 6.94
H -3.43 0.35 6.04
H -2.15 -0.30 3.99
H 4.46 2.89 -0.59
H 5.89 1.45 -2.00
H 5.12 -0.88 -2.54
H 2.87 -1.60 -1.65
N -0.04 -0.81 -1.89
C -1.06 -0.08 -2.65
C -1.27 1.31 -2.02
O -1.76 2.20 -2.74
O -0.96 1.38 -0.80
H 0.88 -0.50 -2.17
H -0.09 -1.82 -2.00
H -2.01 -0.62 -2.55
H -0.84 0.02 -3.72
C -5.76 1.29 1.46
N -4.57 1.43 0.67
C -4.82 1.71 -0.72
C -3.41 0.58 0.95
C -3.34 -0.81 0.32
C -4.53 -1.50 0.11
C -4.56 -2.78 -0.43
C -3.34 -3.38 -0.74
C -2.16 -2.69 -0.53
C -2.08 -1.37 -0.01
H -6.31 2.24 1.48
H -5.48 1.05 2.49
H -6.47 0.52 1.12
H -5.46 2.59 -0.81
H -5.32 0.88 -1.26
H -3.88 1.93 -1.24
H -3.35 0.48 2.04
H -2.53 1.13 0.64
H -5.47 -1.03 0.36
H -5.50 -3.29 -0.60
H -3.32 -4.39 -1.16
H -1.23 -3.20 -0.77
C 0.66 -2.59 1.95
C 0.64 -2.10 0.50
O 1.23 -2.83 -0.33
H 1.23 -3.52 2.05
H -0.37 -2.74 2.27
H 1.08 -1.81 2.59
```

Values from the calculation:
highest occupied orbital energy = -0.745 eV
total charge = -2
strongest force on any atom = 1.071 eV/Å

These are the Mulliken partial charges, in e, on atoms 1 to 6: number 1, Fe, carries 0.29; number 2, C, carries -1.74; number 3, C, carries 1.03; number 4, N, carries 0.76; number 5, N, carries -1.23; number 6, C, carries -0.16

---

no.,E_tot (Ha)
1,-1251.7954
2,-4128.5720
3,-2491.0290
4,-2885.9000